Record 1
A cluster of 2 separate species, C5H10O2 in total at a distorted geometry, computed with the ωB97M-V functional and the def2-TZVPD basis.

Last columns: bonded neighbours and bond lengths (Å).
Atoms and positions in Å:
1 C -0.397 0.818 1.995  C2 1.526, H8 1.094, H9 1.096, H10 1.094
2 C 0.259 0.508 0.652  C1 1.526, O3 1.399, C4 1.531, H11 1.104
3 O 1.245 -0.449 0.916  C2 1.399, H12 0.977
4 C -0.725 0.150 -0.465  C2 1.531, C5 1.351, H14 1.093
5 C -0.446 -0.255 -1.723  C4 1.351, C6 1.455, H15 1.088
6 C 0.878 -0.543 -2.254  C5 1.455, O7 1.224, H17 1.103
7 O 1.939 -0.559 -1.643  C6 1.224
8 H -1.197 1.559 1.911  C1 1.094
9 H -0.798 -0.091 2.459  C1 1.096
10 H 0.371 1.206 2.672  C1 1.094
11 H 0.696 1.437 0.247  C2 1.104
12 H 1.737 -0.571 0.081  O3 0.977
13 H -1.122 -1.536 0.668  H16 0.742
14 H -1.779 0.319 -0.231  C4 1.093
15 H -1.270 -0.413 -2.416  C5 1.088
16 H -0.880 -1.684 -0.017  H13 0.742
17 H 0.895 -0.737 -3.340  C6 1.103

Summary:
SMILES	C[C@@H](O)/C=C\C=O.[H][H]
net charge	0
spin multiplicity	1
orbital gap	0.352	Eh

List of Löwdin charges in e, atom by atom: -0.051 -0.468 -0.049 -0.108 -0.111 -0.237 0.021 0.081 0.078 0.085 0.155 0.052 0.106 0.118 0.104 0.107 0.117

=====

Record 2
The molecule C19H22N4O3S at a distorted geometry, computed with the ωB97M-V functional and the def2-TZVPD basis.

Last columns: bonded neighbours and bond lengths (Å).
Atoms and positions in Å:
1 O 4.166 0.687 0.719  C2 1.213
2 C 3.334 0.222 -0.031  O1 1.213, N3 1.372, C18 1.487
3 N 3.704 -0.757 -0.919  C2 1.372, N4 1.334, H17 1.026
4 N 2.907 -1.265 -1.860  N3 1.334, C5 1.273
5 C 3.363 -2.117 -2.689  N4 1.273, C6 1.445, H16 1.098
6 C 2.517 -2.689 -3.711  C5 1.445, C7 1.396, C11 1.402
7 C 3.015 -3.643 -4.600  C6 1.396, C8 1.383, H15 1.082
8 C 2.173 -4.171 -5.562  C7 1.383, C9 1.388, H14 1.079
9 C 0.858 -3.729 -5.600  C8 1.388, N10 1.324, H13 1.082
10 N 0.373 -2.823 -4.765  C9 1.324, C11 1.315
11 C 1.173 -2.316 -3.853  C6 1.402, N10 1.315, H12 1.081
12 H 0.747 -1.573 -3.193  C11 1.081
13 H 0.159 -4.112 -6.331  C9 1.082
14 H 2.527 -4.909 -6.265  C8 1.079
15 H 4.046 -3.962 -4.533  C7 1.082
16 H 4.408 -2.453 -2.658  C5 1.098
17 H 4.691 -1.032 -0.881  N3 1.026
18 C 1.917 0.671 -0.059  C2 1.487, C19 1.394, C23 1.392
19 C 1.677 2.025 0.171  C18 1.394, C20 1.383, H49 1.079
20 C 0.382 2.508 0.190  C19 1.383, C21 1.382, H48 1.079
21 C -0.670 1.632 -0.003  C20 1.382, C22 1.382, S26 1.799
22 C -0.447 0.286 -0.226  C21 1.382, C23 1.385, H25 1.079
23 C 0.849 -0.200 -0.254  C18 1.392, C22 1.385, H24 1.078
24 H 1.027 -1.251 -0.417  C23 1.078
25 H -1.291 -0.365 -0.394  C22 1.079
26 S -2.359 2.242 0.099  C21 1.799, O27 1.434, O28 1.433, N29 1.647
27 O -2.317 3.671 -0.008  S26 1.434
28 O -3.146 1.488 -0.832  S26 1.433
29 N -2.859 1.851 1.619  S26 1.647, C30 1.439, C43 1.439
30 C -2.567 2.746 2.708  N29 1.439, H31 1.093, C32 1.532, H47 1.094
31 H -2.559 3.754 2.285  C30 1.093
32 C -1.214 2.465 3.368  C30 1.532, H33 1.091, C34 1.527, H46 1.092
33 H -0.443 2.470 2.596  C32 1.091
34 C -1.157 1.142 4.127  C32 1.527, H35 1.093, H36 1.093, C37 1.530
35 H -1.816 1.192 4.997  C34 1.093
36 H -0.137 1.008 4.496  C34 1.093
37 C -1.539 -0.077 3.285  C34 1.530, H38 1.091, H39 1.093, C40 1.530
38 H -1.012 -0.048 2.330  C37 1.091
39 H -1.209 -0.972 3.819  C37 1.093
40 C -3.047 -0.187 3.050  C37 1.530, H41 1.092, H42 1.092, C43 1.534
41 H -3.563 0.140 3.955  C40 1.092
42 H -3.319 -1.232 2.885  C40 1.092
43 C -3.562 0.616 1.849  N29 1.439, C40 1.534, H44 1.090, H45 1.099
44 H -3.459 0.044 0.927  C43 1.090
45 H -4.632 0.822 1.989  C43 1.099
46 H -0.996 3.280 4.062  C32 1.092
47 H -3.374 2.683 3.444  C30 1.094
48 H 0.165 3.553 0.343  C20 1.079
49 H 2.518 2.684 0.331  C19 1.079

Summary:
SMILES	O=C(N/N=C/c1cccnc1)c1ccc(S(=O)(=O)N2CCCCCC2)cc1
net charge	0
spin multiplicity	1
orbital gap	0.322	Eh

List of Löwdin charges in e, atom by atom: 0.084 -0.419 0.057 0.044 -0.093 -0.193 -0.030 -0.060 -0.146 0.067 -0.090 0.108 0.104 0.102 0.111 0.128 0.165 -0.126 0.010 -0.056 -0.259 -0.056 -0.018 0.108 0.117 0.673 -0.278 -0.275 -0.248 -0.182 0.112 -0.168 0.092 -0.198 0.110 0.110 -0.190 0.095 0.110 -0.169 0.106 0.110 -0.193 0.105 0.127 0.115 0.135 0.118 0.124

=====

Record 3
A cluster of 4 separate species, C34H61Br2F4N3O9S in total at a distorted geometry, computed with the ωB97M-V functional and the def2-TZVPD basis.

Last columns: bonded neighbours and bond lengths (Å).
Atoms and positions in Å:
1 C 1.193 5.599 -2.515  C2 1.625, H39 1.138, H40 1.141, H41 1.144
2 C 1.798 4.934 -3.869  C1 1.625, C3 1.600, H42 1.138, H43 1.137
3 C 3.358 4.640 -3.669  C2 1.600, O4 1.243, O5 1.440
4 O 4.155 5.563 -3.429  C3 1.243
5 O 3.931 3.323 -3.773  C3 1.440, C6 1.478
6 C 3.613 2.582 -2.534  O5 1.478, C7 1.584, H44 1.152, H45 1.129
7 C 2.175 1.918 -2.535  C6 1.584, C8 1.593, H46 1.157, H47 1.153
8 C 1.911 0.440 -2.003  C7 1.593, O9 1.447, C10 1.628, C30 1.641
9 O 2.761 -0.365 -2.855  C8 1.447, H48 0.972
10 C 0.405 0.038 -2.471  C8 1.628, C11 1.626, C15 1.587, O21 1.454
11 C 0.202 -1.495 -2.975  C10 1.626, C12 1.632, H49 1.120, H50 1.154
12 C -0.982 -2.276 -2.167  C11 1.632, C13 1.637, H51 1.138, H52 1.132
13 C -1.060 -3.784 -2.800  C12 1.637, N14 1.501, H53 1.139, H54 1.146
14 N -1.285 -4.807 -1.726  C13 1.501, H55 1.026, H56 1.033
15 C -0.317 0.875 -3.610  C10 1.587, F16 1.416, F17 1.456, C18 1.590
16 F -0.595 2.246 -3.388  C15 1.416
17 F -1.679 0.364 -3.648  C15 1.456
18 C 0.164 0.784 -5.122  C15 1.590, F19 1.408, F20 1.437, H57 1.149
19 F 1.428 0.207 -5.346  C18 1.408
20 F 0.186 2.063 -5.777  C18 1.437
21 O -0.605 0.087 -1.425  C10 1.454, S22 1.614
22 S -0.514 1.187 -0.248  O21 1.614, O23 1.529, O24 1.519, C25 1.882
23 O -1.571 0.736 0.761  S22 1.529
24 O -0.983 2.596 -0.566  S22 1.519
25 C 1.209 1.149 0.508  S22 1.882, C26 1.583, C27 1.604, C30 1.648
26 C 1.615 2.668 0.684  C25 1.583, H58 1.156, H59 1.135, H60 1.132
27 C 0.988 0.644 2.015  C25 1.604, C28 1.593, H61 1.154, H62 1.148
28 C 0.327 1.683 3.026  C27 1.593, N29 1.321, H63 1.135
29 N 0.771 1.680 4.270  C28 1.321, H64 1.036
30 C 2.207 0.208 -0.406  C8 1.641, C25 1.648, C31 1.645, C34 1.593
31 C 1.747 -1.294 0.079  C30 1.645, C32 1.566, H65 1.156, H66 1.156
32 C 2.184 -2.592 -0.680  C31 1.566, N33 1.526, H67 1.159, H68 1.126
33 N 2.866 -3.633 0.203  C32 1.526, H69 1.034, H70 1.034
34 C 3.713 0.216 0.115  C30 1.593, Br35 2.035, C36 1.608, H71 1.163
35 Br 4.726 1.953 0.427  C34 2.035
36 C 4.823 -0.752 -0.531  C34 1.608, C37 1.612, Br38 2.035, H72 1.122
37 C 6.216 -0.092 -1.003  C36 1.612, H73 1.147, H74 1.128, H75 1.156
38 Br 5.533 -1.929 0.970  C36 2.035
39 H 2.042 5.872 -1.808  C1 1.138
40 H 0.619 6.548 -2.781  C1 1.141
41 H 0.500 4.883 -1.954  C1 1.144
42 H 1.705 5.728 -4.679  C2 1.138
43 H 1.191 4.018 -4.163  C2 1.137
44 H 3.606 3.412 -1.735  C6 1.152
45 H 4.468 1.853 -2.422  C6 1.129
46 H 1.980 1.992 -3.673  C7 1.157
47 H 1.444 2.689 -2.087  C7 1.153
48 H 3.689 -0.078 -2.860  O9 0.972
49 H 1.109 -2.152 -2.999  C11 1.120
50 H -0.207 -1.577 -4.051  C11 1.154
51 H -2.008 -1.824 -2.368  C12 1.138
52 H -0.746 -2.426 -1.070  C12 1.132
53 H -0.066 -3.955 -3.329  C13 1.139
54 H -1.963 -3.841 -3.503  C13 1.146
55 H -2.281 -4.901 -1.498  N14 1.026
56 H -0.758 -4.563 -0.872  N14 1.033
57 H -0.586 0.167 -5.736  C18 1.149
58 H 2.326 2.719 1.595  C26 1.156
59 H 0.791 3.392 0.974  C26 1.135
60 H 2.209 3.156 -0.146  C26 1.132
61 H 0.312 -0.288 2.105  C27 1.154
62 H 1.981 0.304 2.479  C27 1.148
63 H -0.525 2.365 2.716  C28 1.135
64 H 1.509 0.959 4.365  N29 1.036
65 H 0.603 -1.357 0.228  C31 1.156
66 H 2.131 -1.533 1.143  C31 1.156
67 H 1.230 -3.175 -0.988  C32 1.159
68 H 2.782 -2.538 -1.633  C32 1.126
69 H 2.280 -3.784 1.041  N33 1.034
70 H 2.796 -4.496 -0.362  N33 1.034
71 H 3.660 -0.102 1.232  C34 1.163
72 H 4.512 -1.407 -1.388  C36 1.122
73 H 6.921 0.151 -0.132  C37 1.147
74 H 6.144 0.716 -1.787  C37 1.128
75 H 6.757 -0.967 -1.532  C37 1.156
76 C -0.875 1.561 9.521  C77 1.513, C80 1.517, H81 1.091, H82 1.095
77 C -1.767 1.679 8.305  C76 1.513, C78 1.516, H83 1.095, H84 1.091
78 C -0.912 1.045 7.225  C77 1.516, O79 1.435, H85 1.094, H86 1.092
79 O -0.100 0.052 7.868  C78 1.435, C80 1.433
80 C -0.199 0.224 9.288  C76 1.517, O79 1.433, H87 1.096, H88 1.092
81 H -1.415 1.605 10.469  C76 1.091
82 H -0.130 2.363 9.514  C76 1.095
83 H -2.678 1.089 8.455  C77 1.095
84 H -2.059 2.704 8.070  C77 1.091
85 H -0.243 1.779 6.766  C78 1.094
86 H -1.509 0.578 6.438  C78 1.092
87 H -0.802 -0.600 9.685  C80 1.096
88 H 0.797 0.173 9.734  C80 1.092
89 C -3.975 -9.482 -1.032  C90 1.514, C93 1.516, H94 1.091, H95 1.095
90 C -2.971 -8.839 -0.100  C89 1.514, C91 1.516, H96 1.095, H97 1.091
91 C -2.734 -7.499 -0.769  C90 1.516, O92 1.434, H98 1.094, H99 1.092
92 O -3.952 -7.149 -1.439  C91 1.434, C93 1.434
93 C -4.815 -8.294 -1.458  C89 1.516, O92 1.434, H100 1.095, H101 1.092
94 H -4.563 -10.274 -0.566  C89 1.091
95 H -3.458 -9.905 -1.900  C89 1.095
96 H -3.423 -8.690 0.886  C90 1.095
97 H -2.056 -9.419 0.029  C90 1.091
98 H -1.944 -7.565 -1.524  C91 1.094
99 H -2.469 -6.715 -0.056  C91 1.092
100 H -5.631 -8.110 -0.751  C93 1.095
101 H -5.241 -8.416 -2.456  C93 1.092
102 C -5.370 5.203 -0.504  C103 1.514, C106 1.517, H107 1.091, H108 1.095
103 C -4.815 3.832 -0.181  C102 1.514, C104 1.516, H109 1.095, H110 1.091
104 C -3.455 4.171 0.396  C103 1.516, O105 1.436, H111 1.094, H112 1.092
105 O -3.581 5.455 1.026  C104 1.436, C106 1.433
106 C -4.831 6.039 0.640  C102 1.517, O105 1.433, H113 1.096, H114 1.092
107 H -6.459 5.231 -0.576  C102 1.091
108 H -4.955 5.557 -1.454  C102 1.095
109 H -5.436 3.351 0.582  C103 1.095
110 H -4.758 3.166 -1.043  C103 1.091
111 H -2.700 4.257 -0.391  C104 1.094
112 H -3.114 3.435 1.126  C104 1.092
113 H -5.500 6.003 1.507  C106 1.096
114 H -4.678 7.084 0.362  C106 1.092

Summary:
SMILES	[H]/N=C\C[C@@]1(C)[C@](CCN)([C@H](Br)[C@@H](C)Br)[C@](O)(CCOC(=O)CC)[C@](CCCN)(C(F)(F)C(F)F)OS1(=O)=O.C1CCOC1.C1CCOC1.C1CCOC1
net charge	0
spin multiplicity	1
orbital gap	0.329	Eh

Löwdin atomic charge list, values in e, 99 entries: -0.081 -0.109 -0.381 0.088 -0.068 -0.178 -0.074 -0.252 -0.021 -0.204 -0.068 -0.150 -0.242 -0.023 -0.249 0.054 0.030 -0.172 0.037 0.015 -0.240 0.820 -0.318 -0.319 -0.359 -0.117 -0.161 -0.184 0.087 -0.209 -0.108 -0.258 -0.050 -0.525 0.818 -0.656 -0.280 0.679 0.081 0.083 0.067 0.125 0.088 0.097 0.089 0.130 0.111 0.100 0.099 0.135 0.122 0.087 0.105 0.126 0.059 0.059 0.183 0.079 0.102 0.049 0.130 0.125 0.128 0.052 0.119 0.124 0.094 0.103 0.071 0.075 0.052 0.077 0.055 0.055 0.087 -0.183 -0.181 -0.219 -0.147 -0.212 0.112 0.115 0.114 0.114 0.095 0.114 0.115 0.115 -0.180 -0.178 -0.231 -0.148 -0.205 0.114 0.116 0.116 0.114 0.111 0.106

=====

The following HOMO values (in eV) correspond, in order, to the records above: -9.742, -8.949, -9.038.
The following energy above the lowest of the compared OMol25 structures with the same formula, charge and spin values (in kJ/mol) correspond, in order, to the records above: 342.02, 264.51, 0.00.